Record 1
C30H30N2OSbTc as an isolated structure at a distorted geometry, computed with ωB97M-V/def2-TZVPD.

```
65
Properties=species:S:1:pos:R:3:forces:R:3
Tc 0.777511 -0.733720 0.727669 2.3 -2.5 1.0
C -2.977789 -4.837520 1.267669 -0.4 -0.3 0.4
C -1.907189 -4.049520 0.651169 0.7 0.4 -0.6
C -1.153389 -4.320520 -0.489431 -0.1 0.3 0.4
C -0.248889 -3.277620 -0.635631 -0.5 -0.1 0.3
N -0.441489 -2.370020 0.353169 0.1 0.6 0.0
N -1.446089 -2.872620 1.128869 -0.1 -0.4 0.2
C 0.800611 -3.143220 -1.674931 0.0 0.1 0.0
H -3.277489 -5.641820 0.600669 0.0 0.0 0.0
H -3.851289 -4.236020 1.514469 -0.1 0.1 -0.1
H -2.637289 -5.289320 2.201969 0.1 0.0 0.0
H -1.254389 -5.183920 -1.117231 0.0 -0.2 -0.1
H -1.802989 -2.394420 1.942769 0.1 0.0 -0.2
H 1.264611 -4.116020 -1.823331 0.2 0.0 0.0
H 1.575211 -2.428720 -1.381031 0.1 0.0 -0.1
H 0.367011 -2.854720 -2.631031 0.0 0.1 -0.1
O -0.026689 -0.165320 2.759169 0.2 -0.2 -0.1
H 0.626611 0.242980 3.353869 0.0 -0.1 -0.1
H -0.526589 -0.765120 3.334069 0.1 0.0 0.0
C -4.543489 0.919180 -2.731831 -0.2 -0.1 0.0
C -3.242489 1.016080 -3.207231 0.5 0.2 -0.1
C -2.189289 1.260780 -2.338831 0.4 -0.3 -0.7
C -2.481089 1.457980 -0.992731 0.9 0.5 1.2
C -3.776389 1.356680 -0.498631 -0.7 -0.1 0.4
C -4.813789 1.102380 -1.381031 0.1 0.1 0.5
Sb -0.956389 2.265780 0.332069 0.3 0.5 -2.7
C 0.908811 1.964580 -0.774831 -1.4 0.2 0.9
C 1.740611 3.062880 -0.949431 0.2 0.3 0.2
C 2.853511 2.960280 -1.771031 -0.1 0.1 0.2
C 3.191411 1.740980 -2.340331 0.0 -0.1 0.0
C 2.393111 0.624080 -2.130731 -0.2 -0.2 0.1
C 1.239511 0.723680 -1.351531 0.0 -0.5 -0.1
C -1.292989 4.470780 0.592269 0.0 -0.4 0.6
C -1.492689 5.017380 1.832069 0.0 -0.1 0.8
C -1.786489 6.379380 1.889669 0.1 -0.4 0.0
C -1.862789 7.106280 0.717769 -0.1 0.7 0.2
C -1.666389 6.509980 -0.509431 0.1 -0.3 -0.3
C -1.368389 5.149880 -0.601231 0.0 -0.4 -0.6
H -5.352489 0.687480 -3.412531 0.0 0.0 0.0
H -3.036289 0.910680 -4.263531 0.0 0.0 0.0
H -1.186089 1.358880 -2.736231 0.0 -0.1 0.0
H -3.991489 1.496180 0.554369 -0.1 0.0 0.0
H -5.824089 1.043680 -1.004531 -0.1 0.0 0.0
H 1.511011 4.010480 -0.480731 0.0 0.1 0.0
H 3.447611 3.838480 -1.967531 0.1 0.1 0.0
H 4.064611 1.672480 -2.969431 0.1 -0.1 -0.1
H 2.638211 -0.311420 -2.613531 0.0 -0.1 0.0
H 0.493511 -0.092720 -1.415531 0.0 0.0 -0.1
H -1.445489 4.450780 2.752769 0.0 0.0 -0.1
H -1.952489 6.832780 2.855469 0.0 0.1 0.0
H -2.079089 8.169480 0.767369 0.0 -0.1 0.0
H -1.732089 7.072780 -1.432331 0.0 0.0 0.0
H -1.222689 4.692480 -1.570231 0.0 0.0 -0.1
C 2.208611 -1.806320 1.293769 -2.5 2.8 -0.8
C 3.213911 -2.644320 1.640669 0.5 -0.7 0.2
C 4.530311 -2.452520 1.101669 -0.1 0.1 0.0
C 5.531411 -3.344220 1.385069 0.1 0.2 -0.1
C 5.288811 -4.455920 2.199969 -0.3 0.3 -0.1
C 4.019011 -4.651420 2.757369 -0.2 -0.1 0.2
C 2.998111 -3.773720 2.502169 -0.1 0.1 -0.2
H 4.702711 -1.590820 0.479069 0.2 0.1 -0.1
H 6.521211 -3.177620 0.985869 0.0 0.0 -0.1
H 6.081511 -5.163520 2.403469 0.0 0.0 0.0
H 3.841411 -5.504520 3.396169 0.0 0.0 0.0
H 2.016011 -3.919420 2.922969 -0.1 -0.1 0.1
```
Forces are in eV/Å.

Output
Net charge ... +4
Energy above the lowest of the compared OMol25 structures with the same formula, charge and spin ... 34.4 kcal per mole
HOMO (spin up / spin down) ... -0.7117 / -0.7115 Ha
Kohn-Sham gap (spin up / spin down) ... 3.82 / 3.82 eV
Maximum force ... 0.07512 Eh/bohr
E ... -45313.159 eV
Molecular weight ... 654.34 g/mol



Record 2
A 2-piece molecular cluster, C30H30N3O2 overall at a distorted geometry, computed with ωB97M-V/def2-TZVPD.

```
65
Properties=species:S:1:pos:R:3:forces:R:3
H -0.860800 0.171359 -1.141143 0.2 -0.6 -0.4
C -0.594243 -0.702075 -1.807683 0.3 0.4 0.2
H 0.506630 -0.799876 -1.755017 -0.3 0.1 0.0
C -1.240764 -1.937584 -1.284774 -1.1 -0.6 0.2
C -2.462263 -2.317521 -1.735756 1.1 -0.2 0.9
N -2.981965 -1.824841 -2.910570 -0.3 0.1 -0.6
C -4.334158 -2.122489 -3.282251 -0.3 0.0 -0.3
C -5.365497 -1.824300 -2.379539 0.1 0.1 -0.3
C -6.689328 -2.031617 -2.757759 0.3 -0.3 -0.1
C -6.992897 -2.668926 -3.968663 0.3 0.1 0.1
C -8.425974 -2.966250 -4.306094 -0.2 -0.1 -0.1
C -5.947808 -3.004685 -4.843106 0.0 0.3 0.2
C -4.626285 -2.663047 -4.542057 -0.1 -0.1 0.5
C -2.209381 -0.989331 -3.686816 -0.2 0.4 0.6
C -1.087523 -0.406667 -3.192780 -0.5 0.0 -0.8
C -0.537365 0.721546 -3.980130 -0.2 -0.3 -0.5
N 0.727798 1.167480 -3.586523 0.0 -0.1 -0.5
O -1.176989 1.271121 -4.869709 0.8 -0.1 0.6
H -0.756869 -2.490037 -0.476146 -0.4 0.3 -0.1
H -3.093226 -3.057036 -1.232781 0.5 0.1 -0.3
H -5.120666 -1.391991 -1.404746 -0.1 -0.1 -0.4
H -7.500611 -1.713377 -2.099378 0.2 -0.2 -0.1
H -8.496443 -3.624444 -5.175330 0.0 0.1 0.1
H -8.939833 -3.451513 -3.467461 0.1 0.1 -0.2
H -8.978840 -2.046364 -4.535596 0.1 -0.1 0.0
H -6.176340 -3.534229 -5.770731 0.1 0.3 0.2
H -3.814407 -2.849199 -5.248700 -0.3 -0.1 0.2
H -2.639388 -0.764109 -4.665958 0.4 0.2 0.4
H 1.385609 0.478761 -3.237822 -0.3 0.1 -0.1
H 1.132067 1.799214 -4.272002 -0.1 -0.2 0.1
C -2.624835 -1.085829 5.948531 0.2 0.2 -0.1
O -1.313731 -0.759019 5.431868 -0.2 0.2 -1.0
C -1.213943 -0.212463 4.190151 -0.3 0.3 0.1
C -2.337244 0.170444 3.414288 0.3 -0.3 0.4
C -2.156276 0.765948 2.173330 0.2 0.4 0.2
C -0.862860 1.005849 1.650653 -0.2 -0.8 0.3
C -0.636954 1.732785 0.423335 0.4 1.4 0.9
C -1.292029 2.926923 0.144025 0.2 -0.7 -0.5
C -1.151463 3.762951 -1.053374 -0.2 0.7 0.0
C -0.347350 3.714375 -2.184026 0.1 0.2 -0.3
C -0.441395 4.739659 -3.145051 -0.2 -0.2 0.5
C -1.334453 5.810681 -2.963728 -0.2 -0.1 0.4
C -2.135922 5.887330 -1.810591 0.2 -0.1 -0.3
C -2.010089 4.867336 -0.881245 0.5 -0.3 -0.5
N -2.619519 4.749302 0.370579 0.4 -1.7 1.0
C -3.618175 5.641696 0.915480 -0.5 0.3 0.5
C -2.204130 3.615542 0.985645 -0.6 1.3 -0.8
C 0.247751 0.547573 2.412509 -0.2 0.2 -0.3
C 0.088068 0.016945 3.674014 -0.4 -0.3 0.2
H -2.425412 -1.570484 6.903051 -0.1 0.1 -0.1
H -3.223990 -0.178719 6.100974 0.2 -0.2 0.0
H -3.172770 -1.771822 5.287822 0.3 0.1 0.1
H -3.342411 -0.002132 3.807208 0.4 0.1 -0.3
H -3.042772 1.077857 1.616962 0.3 -0.2 0.0
H 0.259036 1.520991 -0.174735 -0.4 -0.1 0.3
H 0.339787 2.881244 -2.310116 -0.2 0.3 -0.1
H 0.189428 4.708480 -4.038906 -0.3 0.0 0.4
H -1.402342 6.594322 -3.721181 0.0 -0.3 0.3
H -2.844217 6.692237 -1.619075 0.3 0.0 -0.3
H -3.805812 6.463130 0.219678 0.0 -0.3 0.2
H -4.540843 5.073220 1.089694 0.1 0.3 -0.2
H -3.295624 6.056760 1.877647 0.1 -0.1 -0.3
H -2.548597 3.388683 1.988706 0.1 0.0 -0.2
H 1.247203 0.697020 1.999266 -0.2 -0.1 0.2
H 0.950835 -0.260889 4.276276 -0.2 0.0 -0.1
```
Forces are in eV/Å.

Output
Net charge ... +1
Energy above the lowest of the compared OMol25 structures with the same formula, charge and spin ... 44.7 kcal per mole
HOMO ... -0.3513 Ha
Kohn-Sham gap ... 4.92 eV
Maximum force ... 0.03930 Eh/bohr
E ... -40155.236 eV
Molecular weight ... 464.59 g/mol



Record 3
C30H30N4O2RhS2 as an isolated structure at a distorted geometry, computed with ωB97M-V/def2-TZVPD.

```
69
Properties=species:S:1:pos:R:3:forces:R:3
Rh 1.349453 0.829585 -1.681999 -0.5 -0.7 -0.7
S 1.141432 -1.408422 -1.666259 -0.7 -0.6 0.1
C -0.362328 -1.741611 -0.848864 2.4 -4.3 -0.1
N -0.598184 -2.991151 -0.392258 0.1 3.2 -0.8
C -1.668635 -3.135231 0.565551 -1.4 0.1 0.6
C -2.881495 -2.317739 0.117223 0.1 -1.4 0.2
N -2.494197 -0.938678 -0.091665 3.1 0.2 -1.0
C -3.387456 0.088433 0.392781 -0.7 1.2 0.2
C -3.455323 0.060444 1.903828 0.1 -0.2 0.3
C -4.670031 -0.114440 2.564512 0.2 0.0 -0.2
C -4.706899 -0.161163 3.947999 0.2 0.0 0.3
C -3.533135 -0.046867 4.685707 0.0 0.0 -0.3
C -2.320398 0.150727 4.030564 -0.2 -0.1 0.1
C -2.281775 0.203919 2.649616 -0.3 -0.1 -0.2
C -1.271652 -0.702349 -0.605813 -3.8 2.3 1.2
S -0.840745 0.930532 -1.074315 0.9 -0.3 0.4
C 0.162574 -4.156956 -0.760956 0.8 -0.9 -0.5
C -0.731817 -5.151120 -1.462701 -0.4 -0.2 -0.2
C -1.297552 -4.803865 -2.695621 0.3 -0.1 0.3
C -2.061442 -5.719382 -3.394638 -0.2 -0.2 0.2
C -2.304335 -6.978917 -2.849946 0.2 0.1 0.2
C -1.750849 -7.326976 -1.618272 -0.3 0.1 -0.3
C -0.984712 -6.409944 -0.918182 0.2 0.3 -0.1
H -1.324639 -2.774170 1.544221 0.1 -0.1 -0.1
H -1.940364 -4.186384 0.654364 0.0 0.1 -0.1
H -3.663372 -2.359570 0.877490 0.1 0.1 0.0
H -3.282163 -2.723519 -0.820645 0.0 0.2 0.0
H -4.386658 -0.069392 -0.023229 0.1 -0.1 -0.1
H -3.031718 1.062386 0.046244 -0.1 -0.1 -0.1
H -5.586059 -0.207998 2.003071 -0.2 0.0 -0.1
H -5.648616 -0.297860 4.457889 -0.1 0.0 0.0
H -3.561160 -0.104239 5.762778 0.0 0.0 0.1
H -1.414058 0.261927 4.601490 0.1 0.0 0.1
H -1.342860 0.373516 2.140605 0.2 0.0 0.0
H 0.604217 -4.607284 0.132464 -0.1 0.1 0.1
H 0.975832 -3.857279 -1.425147 -0.1 0.0 0.2
H -1.113871 -3.824720 -3.114644 0.1 0.1 -0.2
H -2.475351 -5.459527 -4.356297 -0.1 0.0 -0.1
H -2.939311 -7.679828 -3.371909 0.1 -0.1 -0.1
H -1.924972 -8.312184 -1.211117 0.0 0.0 0.1
H -0.565297 -6.682203 0.037887 0.1 -0.1 0.1
O 2.896845 7.472024 -1.420397 0.2 -0.2 0.5
C 2.270914 6.956023 -2.551575 -0.1 0.6 -0.7
C 2.031696 5.485687 -2.393847 -0.1 0.0 -0.1
C 1.264383 4.782401 -3.327288 0.2 -0.1 0.4
C 1.046595 3.430217 -3.142599 -0.2 0.4 -0.6
N 1.559256 2.771028 -2.108173 0.5 0.4 0.4
C 2.338431 3.416499 -1.216736 0.1 0.9 -0.2
C 2.584721 4.777587 -1.325935 -0.1 -0.5 0.1
C 2.953637 2.539416 -0.216361 0.5 0.5 0.9
C 3.507423 2.977934 0.977547 -0.2 -0.2 -0.5
C 4.088738 2.055452 1.849114 -0.2 0.0 -0.1
C 4.586233 2.512279 3.185576 0.6 -0.3 0.4
O 3.815737 3.590765 3.622754 -0.3 0.3 -0.1
C 4.162039 0.721617 1.436104 0.0 0.2 -0.4
C 3.579067 0.346892 0.241142 0.5 -0.7 0.7
N 2.952196 1.223399 -0.542062 -1.1 0.6 -0.1
H 3.077391 8.416078 -1.515470 -0.1 -0.2 -0.1
H 2.885270 7.119896 -3.457804 -0.2 -0.2 0.1
H 1.308260 7.462026 -2.744084 0.1 -0.3 0.0
H 0.850328 5.285214 -4.185373 -0.1 0.0 -0.1
H 0.464252 2.850119 -3.850798 0.0 0.1 0.1
H 3.202339 5.291670 -0.606446 0.1 0.1 0.0
H 3.432480 4.013665 1.272919 0.0 0.1 0.0
H 5.647913 2.792925 3.071988 -0.1 -0.1 -0.1
H 4.564776 1.677238 3.903162 0.0 0.1 -0.2
H 4.230702 4.028841 4.376480 0.0 -0.1 -0.1
H 4.637389 -0.028713 2.045958 0.1 -0.1 0.1
H 3.630910 -0.678682 -0.109602 -0.2 0.1 0.1
```
Forces are in eV/Å.

Output
Net charge ... +3
Energy above the lowest of the compared OMol25 structures with the same formula, charge and spin ... 22.0 kcal per mole
HOMO (spin up / spin down) ... -0.5947 / -0.5931 Ha
Kohn-Sham gap (spin up / spin down) ... 4.44 / 4.21 eV
Maximum force ... 0.09493 Eh/bohr
E ... -66305.241 eV
Molecular weight ... 645.64 g/mol



> The lowest net charge belongs to which entry?

C30H30N3O2



> net charge of number 2 (C30H30N3O2)?

+1